No. 1
Density functional theory data (wB97M-V/def2-TZVPD) for a molecular structure, C33H85BN7O18 in a non-equilibrium geometry.

Positions of all 144 atoms, in Å:
O: -0.7502 -1.0982 2.4051
C: -0.1940 -0.9830 1.2926
O: -0.5903 -0.1890 0.3143
B: 0.1873 -0.5375 -0.8973
O: 1.2206 -1.4760 -0.3890
C: 1.0522 -1.7615 0.8562
O: 1.6249 -2.5847 1.5307
O: 0.6947 0.6437 -1.4926
C: 0.1980 0.9797 -2.6172
O: 0.5269 1.9853 -3.3137
C: -0.8782 -0.0907 -2.9041
O: -0.6165 -1.0663 -2.0259
O: -1.5803 -0.1246 -3.8642
C: 0.6373 -5.4195 0.5496
C: 1.6808 -5.1706 1.6833
C: 2.9742 -4.6473 1.1848
O: 3.4017 -5.6533 0.1833
C: 4.5494 -5.1381 -0.5674
N: 1.0393 -4.2327 2.6170
H: -0.2984 -5.5817 1.0846
H: 0.8432 -6.1981 -0.1849
H: 0.5949 -4.5500 -0.1063
H: 1.8853 -6.1416 2.1342
H: 3.6703 -4.3928 1.9840
H: 2.7411 -3.7124 0.6751
H: 5.4620 -4.9605 0.0015
H: 4.1342 -4.2917 -1.1145
H: 4.8740 -5.8423 -1.3334
H: 1.0813 -3.2633 2.3368
H: 1.4471 -4.2272 3.5410
C: 3.2767 -1.5556 3.3994
C: 2.0835 -1.1093 4.2828
C: 0.6195 -1.5208 3.8734
O: -0.2138 -1.2629 4.9778
C: -1.5922 -1.5819 4.6861
N: 2.3908 -1.7822 5.4848
H: 3.1849 -1.2036 2.3719
H: 3.4454 -2.6225 3.2530
H: 4.1738 -1.0442 3.7485
H: 2.1266 -0.0233 4.3658
H: 0.5139 -2.5222 3.4560
H: 0.3139 -0.9352 3.0064
H: -1.9956 -0.6441 4.3043
H: -2.2320 -1.8643 5.5221
H: -1.7360 -2.3204 3.8973
H: 3.0835 -1.3257 6.0609
H: 1.5406 -1.6341 6.0096
C: 1.8318 1.3169 0.7137
C: 1.3166 2.2711 1.7438
C: 0.6120 1.5659 2.9558
O: 0.1329 2.5272 3.8687
C: -0.8221 2.0869 4.8475
N: 2.3967 3.0769 2.2627
H: 0.9834 0.7659 0.3079
H: 2.4241 0.5002 1.1265
H: 2.4530 1.6965 -0.0975
H: 0.5867 2.8921 1.2246
H: 1.2516 0.9513 3.5893
H: -0.2511 1.0024 2.6015
H: -0.3859 1.5298 5.6767
H: -1.5911 1.5168 4.3263
H: -1.2517 2.9932 5.2743
H: 2.6407 3.7439 1.5445
H: 1.8856 3.6708 2.9000
C: -1.7627 2.2905 -1.9449
C: -3.1303 2.8196 -2.2755
C: -3.3722 3.4669 -3.6185
O: -2.8773 4.7476 -3.3883
C: -3.0956 5.7307 -4.3555
N: -4.0106 1.6633 -2.1641
H: -1.5811 1.7394 -1.0222
H: -1.0802 3.1323 -1.8282
H: -1.3386 1.6166 -2.6893
H: -3.4248 3.4853 -1.4642
H: -4.4398 3.5864 -3.8028
H: -2.9525 2.9539 -4.4838
H: -4.1744 5.8503 -4.4560
H: -2.6401 5.3837 -5.2830
H: -2.4876 6.5872 -4.0644
H: -3.9546 1.3580 -1.2030
H: -4.9062 2.1189 -2.2657
C: -1.9728 2.7061 2.5296
C: -2.9136 2.3403 1.4263
C: -2.6078 1.0128 0.5948
O: -3.5474 0.7383 -0.4273
C: -3.2534 -0.4835 -1.1735
N: -4.2566 2.2877 2.0649
H: -2.0215 1.8579 3.2125
H: -2.2648 3.6640 2.9599
H: -0.9461 2.7815 2.1714
H: -2.8915 2.9691 0.5362
H: -2.7778 0.2391 1.3435
H: -1.5445 0.9431 0.3654
H: -4.0408 -0.6019 -1.9179
H: -3.2631 -1.3979 -0.5802
H: -2.2619 -0.3446 -1.6043
H: -4.0618 1.8038 2.9297
H: -4.6310 1.5504 1.4849
C: -1.8048 -3.0220 -1.8607
C: -2.4594 -3.8654 -0.7086
C: -1.6603 -3.6293 0.6066
O: -2.3362 -4.3724 1.5478
C: -1.8909 -4.1877 2.8970
N: -3.7839 -3.4200 -0.4675
H: -1.8254 -1.9879 -1.5165
H: -2.2280 -3.0109 -2.8651
H: -0.7872 -3.3961 -1.9725
H: -2.3788 -4.9381 -0.8844
H: -1.5883 -2.6006 0.9598
H: -0.6404 -4.0119 0.5689
H: -2.3518 -4.9995 3.4597
H: -2.0077 -3.1563 3.2298
H: -0.8278 -4.3308 3.0910
H: -4.0812 -3.7737 0.4306
H: -4.3416 -3.8540 -1.1891
C: 6.1066 3.6795 -1.0176
C: 5.0464 3.9789 -2.0795
C: 3.9878 2.7973 -2.1590
O: 3.4542 3.0564 -3.4540
C: 2.4396 2.0929 -3.6833
N: 4.4166 5.1458 -1.6409
H: 6.8212 4.4847 -0.8467
H: 6.6597 2.8001 -1.3473
H: 5.6584 3.3566 -0.0779
H: 5.5998 4.1654 -2.9998
H: 3.2070 2.8881 -1.4038
H: 4.4532 1.8120 -2.1841
H: 2.4776 1.0969 -3.2421
H: 2.1920 1.9100 -4.7289
H: 1.4735 2.4936 -3.3765
H: 3.8147 4.8484 -0.8863
H: 3.7766 5.3055 -2.4058
O: 0.2086 -2.0238 -4.3249
H: 0.1101 -1.6216 -3.4619
H: 1.1519 -2.0153 -4.4874
O: -2.7652 -2.1889 -4.6583
H: -3.2705 -1.9200 -5.4255
H: -2.4313 -1.3701 -4.2918
C: -0.3562 3.2696 -4.7465
O: -0.3169 1.8874 -4.9778
H: 0.4266 3.6840 -4.1112
H: -0.2785 3.9306 -5.6097
H: -1.3267 3.4847 -4.2995
H: -0.0674 1.5015 -4.1350

Computed properties:
* spin multiplicity: 1
* total charge: -1
* calculated total energy: -83533.745 eV
* energy above the lowest of the compared OMol25 structures with the same formula, charge and spin: 769.0 kcal per mole



No. 2
Density functional theory data (wB97M-V/def2-TZVPD) for a molecular structure, C73H79CdIN2O8S3Se in a non-equilibrium geometry.

Positions of all 168 atoms, in Å:
Cd: 0.1820 0.3280 1.4356
C: 6.6388 -1.2008 -2.5396
C: 5.2701 -0.9019 -3.1709
C: 4.7202 -2.2037 -3.7601
C: 5.4558 0.1129 -4.3134
C: 4.3245 -0.3167 -2.1217
C: 3.2228 -0.9957 -1.6235
C: 2.2876 -0.3623 -0.8109
Se: 0.6992 -1.4733 -0.3596
C: 1.7404 -2.5457 0.8496
C: 2.3407 -3.6965 0.3779
C: 3.1452 -4.4561 1.2094
C: 3.1205 -4.1193 2.5643
C: 2.4793 -3.0063 3.0881
C: 1.9252 -2.0505 2.1744
O: 1.6550 -0.8209 2.5024
C: 2.4127 -2.8748 4.6199
C: 1.3209 -1.9053 5.0770
C: 2.0530 -4.2399 5.2370
C: 3.7635 -2.3993 5.1708
C: 4.0012 -5.6213 0.7212
C: 3.9523 -5.7579 -0.8021
C: 3.5035 -6.9366 1.3403
C: 5.4620 -5.3866 1.1336
C: 2.3857 1.0108 -0.4999
O: 1.3719 1.6619 0.0177
C: 3.6172 1.6495 -0.8337
C: 4.5156 0.9883 -1.6551
C: 3.9114 3.0701 -0.3388
C: 3.5449 3.1958 1.1500
C: 3.0792 4.0572 -1.1748
C: 5.3939 3.4377 -0.4653
H: 7.3412 -1.5719 -3.2949
H: 6.5317 -1.9615 -1.7634
H: 7.0606 -0.3002 -2.0884
H: 5.3627 -2.5465 -4.5759
H: 3.7069 -2.0669 -4.1449
H: 4.6951 -2.9911 -3.0037
H: 5.9203 -0.3616 -5.1841
H: 6.0952 0.9428 -4.0053
H: 4.4948 0.5326 -4.6132
H: 3.0312 -2.0291 -1.8872
H: 2.1509 -3.9806 -0.6494
H: 3.6360 -4.7757 3.2596
H: 0.3533 -2.2245 4.6832
H: 1.5020 -0.8966 4.7291
H: 1.2619 -1.8931 6.1709
H: 1.1672 -4.6453 4.7435
H: 1.8303 -4.1140 6.3008
H: 2.8608 -4.9701 5.1476
H: 3.9784 -1.3941 4.8018
H: 4.5710 -3.0654 4.8550
H: 3.7383 -2.3716 6.2662
H: 2.9511 -6.0372 -1.1374
H: 4.6537 -6.5321 -1.1283
H: 4.2325 -4.8176 -1.2833
H: 2.4660 -7.1125 1.0484
H: 3.5453 -6.8999 2.4310
H: 4.1132 -7.7822 1.0004
H: 5.8292 -4.4492 0.7087
H: 6.0975 -6.2040 0.7735
H: 5.5651 -5.3254 2.2185
H: 5.4109 1.5109 -1.9728
H: 2.5016 2.9354 1.3066
H: 3.7133 4.2196 1.5031
H: 4.1539 2.5121 1.7477
H: 2.0358 3.7414 -1.2061
H: 3.4556 4.0901 -2.2014
H: 3.1267 5.0662 -0.7482
H: 6.0220 2.6618 -0.0202
H: 5.5822 4.3768 0.0623
H: 5.7002 3.5784 -1.5055
C: 1.8303 2.2617 -7.0892
C: 1.1886 2.0533 -5.7412
C: 0.2859 2.9766 -5.2212
C: -0.2746 2.7940 -3.9655
C: 0.0608 1.6762 -3.2202
C: 0.9600 0.7461 -3.7191
C: 1.5133 0.9374 -4.9763
S: -0.7121 1.5087 -1.5752
O: -1.2033 2.8841 -1.3046
C: -2.1363 0.5850 -2.3081
C: -1.7881 -0.7167 -2.7425
C: -2.7232 -1.5983 -3.1746
C: -4.0909 -1.2480 -3.1499
C: -5.0851 -2.1662 -3.5655
C: -6.4095 -1.8396 -3.5035
C: -6.7954 -0.5854 -2.9877
C: -5.8547 0.3228 -2.5885
C: -4.4680 0.0346 -2.6873
C: -3.4585 0.9772 -2.2859
C: -3.9594 2.3272 -1.8899
C: -4.5209 3.1502 -2.9166
C: -4.3807 2.8248 -4.2916
C: -4.9114 3.6232 -5.2640
C: -5.6373 4.7844 -4.9207
C: -5.7829 5.1285 -3.6078
C: -5.2152 4.3381 -2.5778
C: -5.3079 4.7087 -1.2183
C: -4.6824 3.9630 -0.2649
C: -4.0113 2.7682 -0.5910
S: -3.1108 2.0099 0.8153
O: -3.4268 2.9538 1.9131
C: -4.2097 0.5841 0.9851
C: -3.7892 -0.6392 0.4820
C: -4.6031 -1.7540 0.6072
C: -5.8271 -1.6610 1.2622
C: -6.7059 -2.8788 1.3890
C: -6.2158 -0.4326 1.7981
C: -5.4148 0.6901 1.6576
H: 1.2372 2.9354 -7.7092
H: 1.9443 1.3121 -7.6141
H: 2.8265 2.6971 -6.9737
H: 0.0135 3.8481 -5.8077
H: -0.9772 3.5069 -3.5490
H: 1.2456 -0.1134 -3.1293
H: 2.2128 0.2038 -5.3627
H: -0.7515 -1.0235 -2.7159
H: -2.4309 -2.5918 -3.4903
H: -4.7640 -3.1411 -3.9146
H: -7.1642 -2.5416 -3.8380
H: -7.8484 -0.3455 -2.8979
H: -6.1707 1.2725 -2.1777
H: -3.8287 1.9340 -4.5635
H: -4.7784 3.3683 -6.3084
H: -6.0723 5.3986 -5.6998
H: -6.3330 6.0215 -3.3305
H: -5.8584 5.6043 -0.9529
H: -4.6868 4.2531 0.7785
H: -2.8156 -0.7464 0.0151
H: -4.2470 -2.7037 0.2195
H: -6.0967 -3.7827 1.4135
H: -7.3781 -2.9548 0.5295
H: -7.3163 -2.8360 2.2928
H: -7.1591 -0.3538 2.3286
H: -5.6981 1.6426 2.0927
O: -1.4412 -2.0318 1.9646
C: -1.7320 -1.3150 2.8977
N: -1.5026 0.0390 2.9388
S: -1.7113 0.6067 4.4542
O: -0.4604 0.8032 5.1427
O: -2.6610 1.6822 4.5736
C: -2.5017 -0.8665 5.0957
C: -3.1652 -1.0992 6.2832
C: -3.7425 -2.3501 6.4685
C: -3.6401 -3.3363 5.4876
C: -2.9826 -3.0826 4.2911
C: -2.4272 -1.8294 4.1144
H: -3.2415 -0.3218 7.0343
H: -4.2822 -2.5567 7.3850
H: -4.0831 -4.3086 5.6675
H: -2.9049 -3.8211 3.5014
I: -1.0677 -3.9784 -0.8493
C: -0.2010 3.9534 4.7367
N: 0.1496 4.5705 3.4592
C: 0.4332 5.9891 3.4032
C: 0.0683 3.7936 2.3512
C: 0.1029 4.4823 1.0163
O: -0.0740 2.5749 2.4475
H: -0.0794 4.6768 5.5403
H: 0.4173 3.0785 4.9250
H: -1.2309 3.5985 4.7048
H: 0.6238 6.3489 4.4116
H: -0.3973 6.5700 2.9861
H: 1.3221 6.1894 2.8043
H: 0.7882 5.3267 0.9668
H: -0.9130 4.8215 0.7926
H: 0.3645 3.7473 0.2636

Computed properties:
* spin multiplicity: 1
* total charge: -2
* calculated total energy: -206866.013 eV
* energy above the lowest of the compared OMol25 structures with the same formula, charge and spin: 0.0 kcal per mole



Q: What is the energy above the lowest of the compared OMol25 structures with the same formula, charge and spin in the second record?
A: 0.0 kcal per mole



Q: Look up the calculated total energy of the first one.
A: -83533.745 eV